Entry 1:
Below is C27H35N3O3 in the gas phase, with properties calculated with ωB97M-V with the def2-TZVPD basis set.

Each line ends with the natural charge from an NBO analysis.
Geometry (Å):
C1 2.9071 -0.3671 0.0974  -0.266
O1 2.0485 0.5858 0.7130  -0.517
C2 2.5763 1.2463 1.7516  0.790
O2 3.6790 1.0228 2.1847  -0.584
C3 1.6509 2.2447 2.3526  -0.163
C4 1.8498 2.5580 3.6948  -0.149
C5 1.0578 3.4987 4.3233  -0.212
C6 0.0764 4.1594 3.6022  -0.190
C7 -0.1222 3.8610 2.2656  -0.219
C8 0.6370 2.8820 1.6328  -0.008
C9 0.5028 2.7126 0.1508  0.676
O3 1.3985 3.1123 -0.5734  -0.627
N1 -0.6540 2.2082 -0.3484  -0.442
C10 -0.8322 2.3295 -1.7929  -0.243
C11 -0.4347 1.1117 -2.5783  -0.068
C12 -1.3402 0.4081 -3.3614  -0.171
C13 -0.9077 -0.7132 -4.0519  -0.262
C14 0.4173 -1.0955 -3.9185  0.027
N2 1.2926 -0.4270 -3.1849  -0.427
C15 0.8806 0.6530 -2.5473  0.041
C16 -1.7872 1.7672 0.4443  -0.208
C17 -1.8040 0.3036 0.9315  -0.221
C18 -0.9542 0.0719 2.1777  -0.409
C19 -1.1077 -1.3790 2.6194  -0.386
C20 -0.7163 -2.3051 1.4713  -0.222
N3 -1.5780 -2.0464 0.3339  -0.465
C21 -1.5602 -3.0549 -0.7172  -0.016
C22 -0.1711 -3.4442 -1.2444  -0.436
C23 -0.3117 -4.4086 -2.4180  -0.394
C24 -1.0804 -5.6580 -1.9986  -0.396
C25 -2.4520 -5.2813 -1.4460  -0.396
C26 -2.3069 -4.3167 -0.2727  -0.396
C27 -1.3799 -0.6935 -0.1462  -0.219
H1 2.3331 -0.8423 -0.6938  0.208
H2 3.2394 -1.1016 0.8347  0.196
H3 3.7825 0.1329 -0.3201  0.201
H4 2.6434 2.0534 4.2247  0.237
H5 1.2161 3.7317 5.3652  0.220
H6 -0.5278 4.9183 4.0768  0.218
H7 -0.8588 4.4130 1.6984  0.217
H8 -1.8769 2.5813 -1.9971  0.200
H9 -0.1942 3.1628 -2.1115  0.252
H10 -2.3695 0.7344 -3.4349  0.212
H11 -1.5851 -1.2782 -4.6738  0.221
H12 0.8032 -1.9723 -4.4216  0.196
H13 1.6273 1.1918 -1.9816  0.220
H14 -2.6779 1.9258 -0.1706  0.201
H15 -1.8778 2.4020 1.3294  0.213
H16 -2.8451 0.0821 1.1936  0.207
H17 -1.2535 0.7513 2.9795  0.205
H18 0.0901 0.2613 1.9389  0.208
H19 -2.1454 -1.5740 2.8949  0.200
H20 -0.4756 -1.5798 3.4860  0.205
H21 -0.8387 -3.3434 1.7807  0.203
H22 0.3469 -2.1352 1.2263  0.161
H23 -2.1250 -2.6215 -1.5530  0.188
H24 0.3697 -2.5508 -1.5640  0.216
H25 0.4023 -3.9250 -0.4496  0.198
H26 0.6776 -4.6861 -2.7881  0.208
H27 -0.8457 -3.9107 -3.2311  0.190
H28 -1.1943 -6.3290 -2.8527  0.206
H29 -0.5146 -6.1889 -1.2296  0.193
H30 -2.9826 -6.1795 -1.1230  0.207
H31 -3.0433 -4.8093 -2.2342  0.191
H32 -1.7589 -4.8144 0.5286  0.190
H33 -3.2865 -4.0331 0.1145  0.214
H34 -1.9971 -0.5535 -1.0368  0.202
H35 -0.3285 -0.4965 -0.4159  0.175

Output
**Calculated total energy**: -39181.222 eV
**SMILES**: COC(=O)c1ccccc1C(=O)N(Cc1cccnc1)C[C@@H]1CCCN(C2CCCCC2)C1
**Kohn-Sham gap**: 8.69 eV
**Energy relative to the best compared isomer or geometry (same formula, charge and spin)**: 1.4528 eV

Entry 2:
Below is C4H6N2O in the gas phase, with properties calculated with ωB97M-V with the def2-TZVPD basis set.

Each line ends with the natural charge from an NBO analysis.
Geometry (Å):
N1 2.0559 -0.1913 -1.0217  -0.856
C1 0.8131 -0.1929 -0.3633  0.242
C2 0.4352 -0.8098 0.7874  -0.305
C3 -0.8897 -0.3636 1.1361  -0.403
C4 -1.2423 0.5127 0.1383  0.436
O1 -2.3500 1.2571 -0.1221  -0.674
N2 -0.2257 0.6259 -0.7600  -0.539
H1 2.2828 -1.0517 -1.5072  0.376
H2 2.8013 0.0955 -0.3983  0.377
H3 1.1768 -1.4381 1.2606  0.218
H4 -1.5402 -0.6144 1.9712  0.220
H5 -3.0446 1.0486 0.5123  0.490
H6 -0.2724 1.1221 -1.6333  0.420

Output
**Calculated total energy**: -9272.528 eV
**SMILES**: Nc1ccc(O)[nH]1
**Kohn-Sham gap**: 8.44 eV
**Energy relative to the best compared isomer or geometry (same formula, charge and spin)**: 0.9741 eV

Entry 3:
Below is C11H8BBrMoN2O5 as an isolated structure, with properties calculated with ωB97M-V with the def2-TZVPD basis set.

Each line ends with the Löwdin spin population.
Geometry (Å):
Mo1 -0.3177 -0.1067 0.1860  1.846
O1 -0.2613 -6.1987 0.3261  0.010
C1 -0.1986 -4.8961 0.4066  0.011
C2 0.6565 -4.1922 1.2769  0.001
C3 0.6398 -2.8269 1.2674  0.011
N1 -0.1869 -2.1307 0.4483  0.008
C4 -0.9933 -2.8177 -0.3884  0.013
Br1 -2.0231 -1.6636 -1.4934  0.028
C5 -1.0473 -4.1711 -0.4589  0.002
H1 0.3441 -6.6648 0.9250  0.000
H2 1.3284 -4.7144 1.9449  0.000
H3 1.2889 -2.2449 1.9094  0.001
H4 -1.6988 -4.6900 -1.1484  0.000
O2 -0.7360 1.3079 3.3009  0.001
B1 -0.6907 0.7978 2.0723  -0.021
O3 -1.8508 0.0840 1.7045  0.018
C6 -2.6772 0.1559 2.8654  0.004
C7 -3.9310 -0.3644 3.0671  0.000
C8 -4.4804 -0.0825 4.3132  0.002
C9 -3.7981 0.6745 5.2658  0.000
C10 -2.5294 1.1959 5.0328  0.001
C11 -1.9852 0.9153 3.8024  -0.001
H5 -4.4594 -0.9388 2.3200  0.000
H6 -5.4678 -0.4563 4.5452  0.000
H7 -4.2744 0.8655 6.2174  0.000
H8 -1.9998 1.7869 5.7663  0.000
O4 1.7664 -0.1200 -0.0681  -0.016
N2 1.7463 0.5335 -1.1342  0.089
O5 0.5154 0.7923 -1.4169  -0.009

Output
**Calculated total energy**: -97309.848 eV
**Kohn-Sham gap (spin up / spin down)**: 6.34 / 6.37 eV
**Energy relative to the best compared isomer or geometry (same formula, charge and spin)**: 0.0000 eV
**Total charge**: +2
**<S²>**: 2.025
**2S+1**: 3

Entry 4:
Below is a 2-piece molecular cluster, C19H30BF8NO8PS overall, with properties calculated with ωB97M-V with the def2-TZVPD basis set.

Each line ends with the natural charge from an NBO analysis.
Geometry (Å):
C1 3.2332 -1.7326 1.3915  -0.655
C2 2.7294 -0.8408 0.2471  -0.073
O1 1.9206 0.2695 0.6560  -0.812
P1 0.4665 -0.1446 1.1766  2.377
O2 0.4981 -0.8871 2.4358  -1.136
C3 -0.5043 -1.0705 -0.0304  -0.821
C4 -0.1142 -0.8971 -1.5151  -0.714
B1 -0.2985 -2.2894 -2.3581  0.936
N1 -1.8987 -2.3833 -2.6022  -0.574
C5 -2.3056 -1.9549 -3.6377  0.258
S1 -3.0555 -1.1017 -4.7818  -0.221
O3 -0.0097 -3.5457 -1.6462  -0.728
C6 1.3058 -3.8922 -1.9479  -0.081
C7 1.3593 -3.5260 -3.4557  0.105
C8 2.7295 -3.2300 -4.0692  -0.422
C9 3.5347 -2.3366 -3.1377  -0.432
C10 4.7626 -1.7084 -3.7655  -0.063
O4 4.4929 -0.6081 -4.6361  -0.543
C11 3.9353 0.4610 -3.9812  0.799
C12 4.7991 1.2984 -3.0710  -0.739
O5 2.7722 0.7234 -4.1296  -0.524
O6 0.5567 -2.4039 -3.5437  -0.724
O7 -0.3412 1.2427 1.4692  -0.812
C13 0.4894 2.4117 1.5416  -0.063
C14 -0.3482 3.5449 2.1017  -0.621
H1 4.3038 -1.8740 1.3202  0.196
H2 2.7984 -2.7184 1.2636  0.217
H3 2.9272 -1.3959 2.3703  0.252
H4 3.5952 -0.4054 -0.2363  0.175
H5 2.2527 -1.4633 -0.5001  0.202
H6 -0.5249 -2.0982 0.3130  0.271
H7 -1.5167 -0.6940 0.0729  0.248
H8 -0.8135 -0.1873 -1.9507  0.220
H9 0.8639 -0.4462 -1.6599  0.201
H10 1.9799 -3.3261 -1.2874  0.124
H11 1.4856 -4.9325 -1.6799  0.166
H12 0.9289 -4.4099 -3.9424  0.148
H13 3.1982 -4.1954 -4.2466  0.186
H14 2.5389 -2.7198 -5.0066  0.224
H15 3.9058 -2.9666 -2.3306  0.199
H16 2.8735 -1.6131 -2.6730  0.228
H17 5.4227 -1.3857 -2.9556  0.156
H18 5.3000 -2.4580 -4.3286  0.189
H19 4.6081 2.3356 -3.3021  0.244
H20 5.8460 1.0550 -3.2007  0.216
H21 4.5075 1.1311 -2.0420  0.240
H22 0.8478 2.6373 0.5444  0.180
H23 1.3126 2.2761 2.2339  0.176
H24 -0.6120 3.2782 3.1202  0.211
H25 -1.2601 3.6783 1.5347  0.212
H26 0.2509 4.4493 2.1149  0.202
C15 -4.2764 3.5493 4.3391  -0.133
C16 -5.5878 3.8804 3.5945  0.596
C17 -6.8852 3.2223 4.0781  0.522
F1 -6.8579 1.8849 3.9808  -0.314
F2 -7.9135 3.6592 3.3086  -0.326
F3 -5.4191 3.6693 2.2755  -0.305
F4 -5.7813 5.2242 3.7565  -0.335
O8 -3.3854 2.5852 3.7915  -0.508
C18 -3.5525 1.2325 4.0594  0.848
C19 -3.8679 0.4372 2.7931  0.495
F5 -4.9802 0.8980 2.1852  -0.324
F6 -4.0872 -0.8600 3.1026  -0.319
F7 -4.4710 1.0395 5.0313  -0.328
F8 -2.3845 0.7866 4.5496  -0.307
H27 -3.6991 4.4721 4.2932  0.226
H28 -4.4532 3.3710 5.3996  0.203
H29 -7.0937 3.4992 5.1157  0.134
H30 -3.0336 0.4992 2.0898  0.174

Output
**Calculated total energy**: -80606.159 eV
**Kohn-Sham gap**: 7.30 eV
**Total charge**: -1

Entry 5:
Below is C4H9NO4 in the gas phase, with properties calculated with ωB97M-V with the def2-TZVPD basis set.

Each line ends with the natural charge from an NBO analysis.
Geometry (Å):
C1 2.0660 0.0466 0.5576  -0.661
C2 1.2207 -0.2700 -0.6855  0.081
O1 1.6880 -1.4523 -1.3332  -0.705
C3 -0.2715 -0.4372 -0.4045  -0.264
N1 -0.9713 0.8388 -0.1896  -0.212
O2 -0.6515 1.3472 1.1046  -0.570
C4 -2.3819 0.6191 -0.2413  0.878
O3 -2.9616 0.5968 -1.2792  -0.538
O4 -2.9806 0.4578 0.9713  -0.709
H1 1.4680 0.0731 1.4685  0.221
H2 2.8281 -0.7274 0.6662  0.227
H3 2.5996 0.9930 0.4552  0.217
H4 1.3295 0.5185 -1.4324  0.188
H5 1.5329 -2.1997 -0.7441  0.459
H6 -0.4248 -1.1007 0.4611  0.177
H7 -0.7289 -0.8862 -1.2881  0.235
H8 0.0374 1.9928 0.9093  0.474
H9 -3.3981 -0.4103 1.0041  0.503

Output
**Calculated total energy**: -13972.047 eV
**SMILES**: C[C@@H](O)CN(O)C(=O)O
**Kohn-Sham gap**: 10.65 eV
**Energy relative to the best compared isomer or geometry (same formula, charge and spin)**: 3.1100 eV

Question: Among the records above, which one has the highest calculated total energy?
Answer: C4H6N2O

Please write out number 5 again, unchanged.
Below is C4H9NO4 in the gas phase, with properties calculated with ωB97M-V with the def2-TZVPD basis set.

Each line ends with the natural charge from an NBO analysis.
Geometry (Å):
C1 2.0660 0.0466 0.5576  -0.661
C2 1.2207 -0.2700 -0.6855  0.081
O1 1.6880 -1.4523 -1.3332  -0.705
C3 -0.2715 -0.4372 -0.4045  -0.264
N1 -0.9713 0.8388 -0.1896  -0.212
O2 -0.6515 1.3472 1.1046  -0.570
C4 -2.3819 0.6191 -0.2413  0.878
O3 -2.9616 0.5968 -1.2792  -0.538
O4 -2.9806 0.4578 0.9713  -0.709
H1 1.4680 0.0731 1.4685  0.221
H2 2.8281 -0.7274 0.6662  0.227
H3 2.5996 0.9930 0.4552  0.217
H4 1.3295 0.5185 -1.4324  0.188
H5 1.5329 -2.1997 -0.7441  0.459
H6 -0.4248 -1.1007 0.4611  0.177
H7 -0.7289 -0.8862 -1.2881  0.235
H8 0.0374 1.9928 0.9093  0.474
H9 -3.3981 -0.4103 1.0041  0.503

Output
**Calculated total energy**: -13972.047 eV
**SMILES**: C[C@@H](O)CN(O)C(=O)O
**Kohn-Sham gap**: 10.65 eV
**Energy relative to the best compared isomer or geometry (same formula, charge and spin)**: 3.1100 eV